{
  "formula": "C8H10AuF3NO3S",
  "method": "wB97M-V/def2-TZVPD",
  "relative_energy_kj_mol": 0.0,
  "orbital_gap_ev": [4.869, 5.065],
  "lumo_ev": [3.190, 0.595],
  "charge": -1,
  "e_homo_ev": [-1.678, -4.471],
  "multiplicity": 3,
  "symbols": ["C", "C", "C", "C", "C", "Au", "N", "C", "C", "H", "H", "H", "H", "H", "H", "H", "H", "H", "H", "F", "C", "F", "F", "S", "O", "O", "O"],
  "coordinates": [[-0.611, 2.268, -2.628], [-0.527, 3.175, -1.545], [-1.302, 2.656, -0.447], [-1.991, 1.422, -0.950], [-1.533, 1.237, -2.307], [-0.161, 0.894, 0.260], [2.295, -1.403, 0.993], [3.437, -2.043, 1.046], [1.822, 0.006, 0.992], [-1.624, 3.192, 0.446], [-0.005, 4.136, -1.557], [-2.924, 1.033, -0.544], [-1.894, 0.468, -2.991], [-0.135, 2.397, -3.603], [2.607, 0.610, 0.522], [4.387, -1.539, 0.822], [1.498, -2.032, 1.081], [1.583, 0.305, 2.037], [3.433, -3.119, 1.329], [-0.620, -4.536, 2.923], [-0.756, -3.776, 1.810], [0.417, -3.891, 1.085], [-1.748, -4.289, 1.045], [-1.048, -1.971, 2.208], [-2.322, -1.974, 2.898], [0.146, -1.620, 2.963], [-1.076, -1.398, 0.835]],
  "atomic_forces_ev_per_a": [[-0.906, 0.016, -0.029], [0.310, -0.572, -0.549], [-1.414, -1.721, -0.352], [0.833, 2.121, 0.584], [0.457, 0.977, 0.022], [1.111, -1.800, -0.296], [-5.445, 1.016, -0.768], [3.548, -1.151, 0.198], [0.433, 0.529, 0.598], [0.128, -0.021, -0.410], [-0.024, -0.563, 0.127], [0.534, -0.130, 0.064], [0.255, 0.169, 0.296], [-0.068, -0.090, 0.443], [-0.113, 0.117, 0.417], [-0.497, -0.237, 0.165], [0.443, 0.463, 0.067], [0.835, -0.067, -0.415], [-0.020, 1.081, -0.292], [-0.178, 0.399, -0.829], [0.586, 0.056, -0.420], [-1.136, -0.168, 0.720], [0.602, 0.107, 0.568], [0.346, 0.137, -0.573], [0.590, 0.060, -0.252], [-1.079, -0.249, -0.234], [-0.131, -0.476, 1.150]]
}

{
  "formula": "C4H7NO",
  "method": "wB97M-V/def2-TZVPD",
  "relative_energy_kj_mol": 94.6,
  "orbital_gap_ev": 10.658,
  "lumo_ev": 0.913,
  "charge": 0,
  "smiles": "C[C@H]1CC(=O)N1",
  "e_homo_ev": -9.745,
  "symbols": ["C", "C", "C", "C", "O", "N", "H", "H", "H", "H", "H", "H", "H"],
  "coordinates": [[-1.488, 0.432, -0.312], [-0.358, -0.140, 0.549], [0.629, -1.103, -0.231], [1.670, 0.027, -0.043], [2.798, 0.276, -0.396], [0.803, 0.759, 0.713], [-2.167, -0.367, -0.704], [-1.080, 0.922, -1.235], [-2.103, 1.206, 0.232], [-0.728, -0.537, 1.489], [0.840, -2.005, 0.357], [0.335, -1.308, -1.282], [0.848, 1.838, 0.864]],
  "atomic_forces_ev_per_a": [[-0.530, 0.437, -0.590], [0.198, 0.158, -1.254], [-0.523, 0.216, 0.395], [0.481, 0.189, -0.230], [-0.573, -0.414, 0.009], [-0.212, 2.780, 0.581], [0.451, 0.548, 0.633], [-0.135, -0.324, 0.838], [0.609, -0.861, -0.480], [-0.001, -0.028, 0.118], [0.113, 0.098, -0.504], [0.302, 0.027, 0.746], [-0.179, -2.825, -0.262]]
}

{
  "formula": "C3H10N2",
  "method": "wB97M-V/def2-TZVPD",
  "relative_energy_kj_mol": 456.7,
  "orbital_gap_ev": 7.881,
  "lumo_ev": 1.000,
  "charge": 0,
  "e_homo_ev": -6.881,
  "symbols": ["C", "C", "C", "N", "N", "H", "H", "H", "H", "H", "H", "H", "H", "H", "H"],
  "coordinates": [[0.436, 0.141, -0.552], [1.146, -1.146, -0.197], [0.676, 1.230, 0.475], [-1.060, -0.002, -0.777], [-2.065, -0.265, 0.290], [-0.632, 0.848, -1.369], [-0.934, -0.776, -1.506], [-2.270, 0.641, 0.699], [-1.596, -0.803, 1.016], [2.225, -0.981, -0.177], [0.960, -1.931, -0.933], [0.854, -1.538, 0.794], [0.424, 0.926, 1.507], [1.729, 1.518, 0.465], [0.106, 2.140, 0.264]],
  "atomic_forces_ev_per_a": [[0.626, 0.773, 0.660], [-0.356, 0.021, -0.054], [-0.046, -0.106, -0.029], [1.584, -1.505, -1.550], [0.128, 0.062, -0.511], [-0.649, -0.291, 0.285], [-1.558, 1.109, 1.340], [0.041, -0.028, -0.117], [0.152, 0.032, -0.118], [-0.080, 0.024, 0.017], [0.027, -0.042, 0.000], [0.085, -0.010, 0.024], [0.093, 0.003, 0.031], [-0.030, -0.036, 0.061], [-0.018, -0.006, -0.039]]
}

{
  "formula": "C19H28BrCrO2",
  "method": "wB97M-V/def2-TZVPD",
  "relative_energy_kj_mol": 0.0,
  "orbital_gap_ev": [6.974, 8.074],
  "lumo_ev": [-0.004, 0.202],
  "charge": 0,
  "e_homo_ev": [-6.978, -7.872],
  "multiplicity": 4,
  "symbols": ["O", "C", "C", "H", "H", "C", "H", "H", "C", "H", "H", "H", "C", "H", "H", "H", "Cr", "C", "C", "C", "H", "C", "C", "H", "H", "H", "H", "C", "C", "C", "H", "C", "C", "H", "H", "H", "H", "O", "C", "C", "H", "H", "C", "H", "H", "C", "H", "H", "H", "H", "Br"],
  "coordinates": [[2.733, 1.180, -1.491], [2.963, 0.999, -2.911], [4.411, 1.470, -2.844], [2.297, 1.655, -3.491], [2.833, -0.057, -3.177], [4.086, 1.682, -1.352], [4.619, 2.394, -3.390], [5.162, 0.697, -3.010], [4.098, 3.142, -0.969], [3.464, 3.725, -1.651], [5.134, 3.512, -1.040], [3.754, 3.251, 0.067], [4.906, 0.849, -0.394], [4.854, -0.224, -0.638], [4.553, 1.021, 0.633], [5.954, 1.186, -0.467], [-3.055, -1.220, 1.548], [-3.265, -3.025, 2.765], [-3.946, -3.260, 1.542], [-2.995, -3.185, 0.481], [-5.000, -3.540, 1.415], [-1.722, -2.855, 1.038], [-1.879, -2.770, 2.465], [-1.084, -2.602, 3.192], [-3.693, -3.115, 3.767], [-3.203, -3.398, -0.572], [-0.790, -2.799, 0.486], [-4.353, 0.129, 3.121], [-3.064, -0.300, 3.586], [-2.056, 0.294, 2.738], [-2.871, -0.868, 4.497], [-2.759, 1.061, 1.729], [-4.163, 0.978, 1.996], [-4.953, 1.506, 1.460], [-5.311, -0.108, 3.586], [-0.977, 0.189, 2.849], [-2.280, 1.651, 0.954], [0.161, 1.609, -1.032], [0.609, 0.531, -0.177], [0.614, -0.779, -0.984], [-0.107, 0.437, 0.668], [1.589, 0.737, 0.272], [-0.042, -0.431, -2.343], [0.035, -1.546, -0.457], [1.645, -1.122, -1.119], [-0.569, 0.990, -2.116], [-0.824, -1.138, -2.608], [0.722, -0.402, -3.121], [-1.650, 0.913, -1.852], [-0.474, 1.609, -3.030], [-4.113, -0.654, -0.620]],
  "atomic_forces_ev_per_a": [[1.227, 0.102, -0.941], [-0.559, -0.177, -0.141], [-0.242, -0.081, 0.394], [0.071, -0.354, 0.042], [-0.077, 0.255, -0.172], [0.545, 0.264, 0.049], [0.134, -0.266, 0.024], [-0.044, 0.163, -0.205], [0.148, 0.162, 0.184], [0.116, -0.125, 0.281], [-0.338, -0.003, 0.068], [-0.039, 0.189, -0.212], [0.181, 0.071, 0.098], [-0.015, 0.355, 0.093], [0.137, -0.207, -0.189], [-0.272, -0.218, 0.150], [-1.254, -0.289, 0.464], [0.634, -0.632, -0.123], [0.205, -0.561, -0.197], [0.399, -0.381, 0.241], [0.607, 0.458, 0.131], [-0.292, -0.963, 0.432], [-0.247, -0.624, -0.413], [-0.374, 0.097, -0.308], [0.147, 0.338, -0.541], [0.091, 0.413, 0.592], [-0.348, 0.064, 0.263], [0.819, 0.080, -0.513], [0.384, 1.217, 0.066], [-1.127, 0.249, 0.181], [-0.094, 0.106, -0.500], [-0.365, 0.071, 1.008], [0.880, 0.528, 0.516], [0.392, -0.466, 0.038], [0.376, -0.077, -0.265], [-0.408, 0.092, -0.038], [-0.160, -0.234, 0.059], [0.061, -1.376, -0.325], [-0.920, 0.077, 0.752], [0.077, 0.113, -0.097], [0.113, 0.065, -0.389], [-0.420, 0.244, -0.376], [0.735, 0.469, 0.576], [0.337, 0.290, -0.262], [-0.232, -0.084, 0.031], [-0.978, 0.216, 0.039], [-0.072, 0.113, -0.108], [-0.171, -0.235, -0.036], [0.567, 0.256, -0.078], [0.012, -0.104, 0.622], [-0.350, 0.338, -0.963]]
}

{
  "formula": "C16H35BBrNO7S4",
  "method": "wB97M-V/def2-TZVPD",
  "orbital_gap_ev": 7.920,
  "lumo_ev": -0.212,
  "charge": 0,
  "smiles": "CCN(CC)C(=S)SCCCBCC(=O)Br.CCOS(C)(=O)=O.CCOS(C)(=O)=O",
  "e_homo_ev": -8.131,
  "symbols": ["C", "C", "N", "C", "C", "C", "S", "S", "C", "C", "C", "B", "C", "C", "O", "Br", "H", "H", "H", "H", "H", "H", "H", "H", "H", "H", "H", "H", "H", "H", "H", "H", "H", "H", "H", "C", "C", "O", "S", "C", "O", "O", "H", "H", "H", "H", "H", "H", "H", "H", "C", "C", "O", "S", "C", "O", "O", "H", "H", "H", "H", "H", "H", "H", "H"],
  "coordinates": [[7.347, -0.953, 1.951], [6.860, -0.456, 0.558], [6.286, 0.886, 0.598], [7.217, 1.910, 1.067], [8.572, 1.979, 0.280], [5.590, 1.226, -0.537], [5.783, 2.601, -1.417], [4.287, 0.083, -1.115], [2.710, 0.953, -0.699], [1.642, -0.169, -0.577], [0.234, 0.498, -0.731], [0.006, 1.701, 0.275], [0.558, 1.743, 1.793], [-0.400, 1.134, 2.811], [-1.331, 1.652, 3.232], [0.102, -0.680, 3.447], [6.631, -0.623, 2.721], [8.334, -0.547, 2.202], [7.339, -2.050, 1.978], [6.127, -1.205, 0.229], [7.720, -0.565, -0.125], [6.760, 2.903, 1.106], [7.500, 1.695, 2.111], [9.372, 1.405, 0.763], [8.850, 3.007, 0.029], [8.387, 1.480, -0.685], [2.904, 1.451, 0.258], [2.484, 1.661, -1.506], [1.787, -0.702, 0.371], [1.788, -0.868, -1.416], [-0.520, -0.302, -0.624], [0.214, 0.932, -1.745], [-0.614, 2.635, -0.124], [0.660, 2.806, 2.056], [1.518, 1.224, 1.903], [-6.551, 0.644, -2.330], [-6.549, 2.107, -1.928], [-5.888, 2.328, -0.669], [-4.296, 2.215, -0.623], [-4.068, 2.861, 1.002], [-3.739, 3.128, -1.573], [-3.927, 0.831, -0.616], [-5.541, 0.284, -2.522], [-7.136, 0.499, -3.239], [-6.969, 0.027, -1.533], [-6.098, 2.730, -2.703], [-7.576, 2.447, -1.798], [-4.376, 3.903, 1.017], [-3.009, 2.775, 1.239], [-4.653, 2.268, 1.701], [-3.181, -2.080, 0.567], [-3.979, -2.339, -0.692], [-3.965, -3.727, -1.080], [-4.823, -4.759, -0.216], [-4.670, -6.140, -1.301], [-6.187, -4.323, -0.197], [-4.122, -5.053, 0.995], [-3.625, -2.573, 1.432], [-3.139, -1.012, 0.777], [-2.166, -2.466, 0.461], [-5.008, -1.989, -0.587], [-3.532, -1.782, -1.515], [-5.171, -5.916, -2.238], [-5.144, -6.988, -0.811], [-3.614, -6.346, -1.459]],
  "atomic_forces_ev_per_a": [[-0.632, 0.578, -0.103], [0.393, -1.834, 1.268], [0.298, 0.262, -1.146], [1.686, 0.470, 0.940], [-1.031, -0.622, -0.769], [-0.846, 0.504, -0.503], [-0.166, -0.007, 0.386], [0.297, -0.332, 0.404], [0.804, -0.730, 0.052], [-0.024, 1.000, -0.460], [1.148, 0.052, 0.454], [-0.294, -0.833, 0.081], [0.206, -0.295, -0.009], [2.875, -0.769, -1.701], [-2.954, 1.305, 1.349], [-0.002, 0.112, -0.215], [0.248, -0.080, -0.203], [-0.187, -0.280, 0.003], [0.307, 0.286, -0.097], [-0.108, 0.666, -0.086], [-0.349, 0.498, -0.064], [-0.250, -0.451, -0.332], [-0.472, -0.220, -0.275], [-0.119, 0.431, 0.073], [0.118, -0.243, 0.350], [0.274, 0.308, 0.174], [-0.279, 0.110, -0.348], [0.005, -0.068, 0.312], [-0.175, 0.066, -0.241], [-0.039, 0.036, 0.385], [-0.108, 0.497, -0.121], [-0.421, -0.413, 0.196], [-0.072, 0.127, 0.165], [-0.006, -0.343, 0.153], [-0.234, 0.195, -0.127], [0.244, -0.144, 0.093], [-0.267, -0.285, -0.700], [0.240, 0.036, 0.207], [-0.486, 0.476, 0.615], [-0.078, -0.010, 0.052], [0.092, -0.301, -0.236], [0.227, -0.008, -0.276], [-0.023, 0.034, -0.033], [-0.067, 0.090, 0.049], [-0.072, 0.035, -0.043], [0.139, 0.027, 0.138], [0.119, 0.122, 0.290], [-0.014, -0.027, -0.045], [-0.009, -0.025, -0.064], [0.017, -0.009, -0.031], [0.077, -0.242, 0.339], [0.024, 0.774, 0.320], [-0.086, -0.346, -0.053], [0.379, -0.009, -0.600], [0.034, -0.016, -0.103], [0.008, 0.069, 0.278], [-0.244, 0.036, 0.157], [-0.002, 0.001, -0.032], [-0.024, 0.006, -0.165], [-0.003, 0.042, -0.019], [-0.030, -0.169, -0.021], [-0.063, -0.282, -0.173], [0.012, 0.034, 0.028], [-0.018, 0.074, 0.059], [-0.016, 0.034, 0.027]]
}

{
  "formula": "C5H16N2O2",
  "method": "wB97M-V/def2-TZVPD",
  "relative_energy_kj_mol": 165.6,
  "orbital_gap_ev": 9.605,
  "lumo_ev": 0.701,
  "charge": 0,
  "smiles": "C[C@H](O)[C@H](C)NCN.O",
  "e_homo_ev": -8.905,
  "symbols": ["C", "C", "O", "C", "C", "N", "C", "N", "H", "H", "H", "H", "H", "H", "H", "H", "H", "H", "H", "H", "H", "H", "O", "H", "H"],
  "coordinates": [[-0.184, 0.629, 2.251], [0.861, 0.716, 1.161], [1.729, 1.885, 1.357], [0.386, 0.730, -0.286], [-0.346, 1.999, -0.704], [-0.234, -0.525, -0.732], [0.103, -0.931, -2.099], [0.639, -2.306, -2.124], [-0.195, -0.406, 2.616], [0.117, 1.056, 3.209], [-1.193, 0.895, 1.949], [1.679, 0.017, 1.342], [1.408, 2.674, 0.903], [1.350, 0.679, -0.795], [-1.007, 2.402, 0.074], [-0.928, 1.896, -1.613], [0.357, 2.831, -0.816], [-1.237, -0.503, -0.617], [-0.775, -1.096, -2.730], [0.828, -0.267, -2.561], [-0.098, -2.941, -1.833], [1.330, -2.437, -1.416], [-1.734, -2.356, 0.788], [-1.778, -2.923, 1.574], [-1.078, -1.720, 1.103]],
  "atomic_forces_ev_per_a": [[0.097, -1.391, 0.613], [1.232, 1.660, 0.769], [-0.368, 0.330, -0.119], [0.761, -1.004, -0.804], [0.105, 0.918, 0.891], [-0.190, 0.915, 0.224], [-0.141, -2.073, 0.512], [-0.204, 0.039, -0.485], [-0.433, -0.275, -0.518], [0.038, 0.917, -0.418], [-0.032, 0.277, 0.120], [-0.757, -0.932, -0.375], [-0.216, -0.230, 0.143], [0.041, 0.458, -0.265], [-0.254, -0.474, -0.007], [0.114, -0.139, -0.175], [0.050, -0.136, -0.459], [-0.080, -0.014, 0.034], [-0.140, 0.962, -0.017], [-0.093, 0.172, -0.015], [-0.133, 0.095, -0.140], [0.721, 0.199, 0.458], [0.152, -0.278, 1.037], [-0.413, -0.175, -0.391], [0.143, 0.179, -0.612]]
}

Result set for calculated total energy: -38767.6119, -7798.6639, -6248.6946, -122713.8737, -147040.2155, -12518.6924 eV, one per record in the order listed.